[1]
18
Properties=species:S:1:pos:R:3:forces:R:3 method="wB97M-V/def2-TZVPD" total_energy_ha=-384.32437 smiles=CCO.O.O.O multiplicity=1 orbital_gap_ev=11.49 e_homo_ev=-10.8
C -0.13416 1.85004 0.72343 0.10 -1.48 -1.65
O -0.78192 0.58150 0.12086 0.90 1.96 3.05
C 1.25399 1.46792 1.28096 -0.51 2.34 0.24
H -0.93519 2.17826 1.36947 0.40 0.50 0.64
H -0.00162 2.59879 -0.09035 -0.19 -0.67 0.48
H -0.93439 0.19675 1.03305 -0.33 -0.77 -2.10
H 1.36726 0.86912 2.15435 -0.62 -0.66 0.65
H 1.88516 2.34997 1.46946 -0.59 0.27 0.27
H 1.81439 1.05749 0.50829 0.67 -1.34 -1.59
H -0.16456 0.22761 -1.38305 0.74 -0.32 -1.29
H 0.28081 0.71438 -2.88421 -0.09 -0.99 1.10
O 0.33684 -0.02601 -2.23038 -0.43 1.28 -0.05
H -0.23667 -3.33307 -1.68774 -0.44 1.03 0.47
H -0.06978 -1.88636 -2.09528 0.42 1.26 -0.66
O -0.48613 -2.41279 -1.42862 -0.11 -2.52 0.38
H -0.37771 -2.14300 1.37399 -1.21 0.29 0.47
H -1.45432 -2.28407 0.41807 -0.49 0.35 0.02
O -1.36200 -2.00652 1.34770 1.79 -0.51 -0.44

[2]
55
Properties=species:S:1:pos:R:3:forces:R:3 method="wB97M-V/def2-TZVPD" total_energy_ha=-4775.48327 multiplicity=1 orbital_gap_ev=10.86 e_homo_ev=-11.0
Ca 0.01495 0.02318 0.04747 -0.57 -0.21 0.82
C -2.47833 -2.77559 -1.93874 0.32 -0.71 0.98
F -1.35620 -3.37858 -1.53218 0.02 0.19 -0.12
F -2.21071 -2.19829 -3.10633 -0.26 0.36 -0.01
F -3.40693 -3.69123 -2.12100 -0.17 0.04 -0.10
S -3.12120 -1.56584 -0.59568 -1.14 1.69 -0.11
O -3.45730 -0.36750 -1.33631 1.08 -0.36 0.05
O -4.23495 -2.22090 0.03797 1.11 0.18 -0.37
N -1.84106 -1.19104 0.46016 -3.00 -2.26 -1.61
S -1.82226 -2.40213 1.54507 0.93 -0.94 1.81
O -2.18567 -3.70071 1.04640 -0.36 0.74 0.15
O -0.54906 -2.32759 2.21380 -0.09 0.49 -0.28
C -3.07708 -1.79647 2.90211 0.90 -1.12 -1.20
F -2.65851 -2.25264 4.06282 0.37 0.11 0.45
F -3.06518 -0.47767 2.88081 -0.21 0.40 0.22
F -4.28109 -2.27367 2.69737 -0.49 0.17 -0.11
C 2.95295 -1.08141 2.76683 0.25 0.60 0.36
F 3.86600 -0.95447 3.71107 0.08 0.22 0.13
F 3.56105 -1.31609 1.61034 -0.06 -0.19 -0.22
F 2.17624 -2.09603 3.06419 -0.37 -0.17 -0.08
S 1.90133 0.52306 2.66838 -2.28 -0.77 0.56
O 0.53766 0.13121 2.97114 0.44 -0.13 -0.96
O 2.42502 1.51685 3.54207 0.40 0.00 -0.51
N 1.86862 0.76615 0.98053 1.88 0.65 3.06
S 3.27856 1.41607 0.64260 2.71 0.99 -1.52
O 4.25764 1.38387 1.69468 -0.67 0.01 -0.02
O 3.77144 0.96061 -0.63190 -1.05 0.35 -0.14
C 2.84349 3.26718 0.44935 0.20 -1.65 -0.48
F 3.86508 4.04159 0.67594 0.65 0.32 0.19
F 2.46600 3.41742 -0.82789 -0.43 0.34 -0.27
F 1.84771 3.60514 1.24610 -0.48 0.20 0.24
C 2.01986 -2.44158 -1.21541 0.98 -0.99 1.12
O 1.02585 -1.45968 -1.44267 0.32 -0.01 -0.72
C 0.92764 -1.11441 -2.81026 -0.55 0.21 -1.70
C -0.09988 0.03911 -3.01756 1.19 -1.57 0.06
N 0.12642 1.08279 -2.04574 -0.55 0.76 0.13
C -1.03419 1.99062 -2.01473 0.09 0.51 -0.56
C -1.11590 2.84132 -0.77879 -0.49 1.05 -0.47
O -1.35761 2.04239 0.37798 0.29 -0.08 -0.18
C -1.58706 2.87672 1.49882 0.34 1.14 1.18
H 2.02458 -3.31779 -1.86829 -0.84 0.20 -0.30
H 1.87823 -2.80407 -0.19736 -0.16 -0.03 -0.01
H 3.06000 -2.10294 -1.25427 -0.26 0.83 -0.15
H 0.54277 -1.95688 -3.40118 -0.09 -0.16 0.33
H 1.90274 -0.93807 -3.27826 0.16 0.48 0.55
H -1.06655 -0.44262 -2.86832 -0.12 0.59 0.09
H -0.05363 0.42195 -4.04127 -0.02 -0.24 -0.08
H 0.90538 1.66388 -2.34257 0.31 -0.32 0.26
H -1.97200 1.44609 -2.13793 0.14 -0.24 0.13
H -0.92350 2.64058 -2.89101 -0.43 0.26 0.15
H -1.92093 3.56480 -0.96563 -0.47 -0.39 0.30
H -0.28436 3.55073 -0.67271 0.53 -0.65 0.35
H -2.53411 3.41773 1.45020 0.02 0.03 -0.55
H -0.75194 3.57824 1.59119 -0.16 0.27 -0.26
H -1.60001 2.43664 2.49859 0.07 -1.17 -0.58

[3]
114
Properties=species:S:1:pos:R:3:forces:R:3 method="wB97M-V/def2-TZVPD" total_energy_ha=-6206.99766 multiplicity=1 orbital_gap_ev=8.34 e_homo_ev=-7.8
K 1.12150 1.53103 0.64487 0.51 0.33 -1.20
F 0.05797 -0.19380 -0.22592 -0.69 -1.46 -0.56
Ge -1.37764 -1.07211 -0.70979 0.01 -0.12 -0.20
C -2.25157 -0.04629 -2.11421 -0.09 0.19 -0.12
C -3.52333 -0.52597 -2.46580 0.10 0.11 0.00
C -4.25723 0.06240 -3.48144 0.01 0.02 0.00
C -3.73674 1.15915 -4.15723 -0.01 -0.02 0.01
C -2.50113 1.66623 -3.79645 0.03 0.01 0.04
C -1.74204 1.08238 -2.77826 -0.07 -0.18 0.03
P -0.15824 1.88275 -2.25332 -0.13 0.25 -0.39
C -0.78235 3.58164 -1.93751 -0.08 -0.02 0.02
C -0.80748 4.63774 -2.84667 -0.01 0.02 0.04
C -1.34162 5.86688 -2.47820 0.01 -0.05 0.02
C -1.86459 6.05169 -1.20380 0.02 -0.03 -0.02
C -1.85141 5.00504 -0.29160 0.01 -0.05 -0.01
C -1.30610 3.78162 -0.65693 -0.03 0.01 0.01
C 0.78141 2.00378 -3.81853 0.04 0.04 0.02
C 0.63097 1.06330 -4.83509 0.04 0.01 -0.08
C 1.48547 1.06309 -5.93239 -0.02 0.00 0.03
C 2.50158 2.00217 -6.02968 -0.02 -0.01 0.01
C 2.67093 2.93763 -5.01566 -0.06 -0.01 0.07
C 1.82586 2.93042 -3.91443 -0.04 -0.05 -0.02
C -0.70449 -2.78002 -1.36496 -0.01 -0.13 -0.13
C -1.57370 -3.45915 -2.22636 0.13 -0.05 0.04
C -1.30519 -4.74888 -2.66335 0.03 0.03 0.03
C -0.14834 -5.37870 -2.23437 0.01 0.03 0.01
C 0.74370 -4.70395 -1.41139 0.01 -0.02 0.02
C 0.49886 -3.40077 -0.97415 -0.04 -0.03 -0.11
P 1.77315 -2.44177 -0.02013 -0.05 -0.01 0.01
C 2.90755 -3.75601 0.57123 0.04 -0.04 -0.05
C 4.27546 -3.76553 0.30296 -0.04 -0.05 0.04
C 5.11023 -4.70179 0.90873 -0.06 0.06 -0.04
C 4.58852 -5.64268 1.78167 -0.04 0.00 0.00
C 3.22548 -5.64090 2.06016 -0.01 0.04 -0.02
C 2.39716 -4.69904 1.46988 0.03 0.01 0.01
C 2.69361 -1.72864 -1.45376 0.03 0.08 -0.08
C 3.07044 -0.38373 -1.45811 0.04 -0.07 -0.14
C 3.74852 0.16336 -2.54393 -0.05 0.04 0.03
C 4.05291 -0.61716 -3.64670 -0.04 -0.03 0.00
C 3.67984 -1.95591 -3.66020 -0.02 0.00 0.05
C 3.00745 -2.49993 -2.57562 0.03 -0.06 -0.05
C -2.61498 -1.37937 0.74725 -0.11 -0.17 0.10
C -3.42347 -2.51970 0.59908 0.03 0.13 0.14
C -4.40217 -2.81931 1.53090 0.03 0.06 0.00
C -4.56729 -1.99301 2.63882 0.01 -0.03 -0.03
C -3.75462 -0.88592 2.80280 0.07 0.08 -0.03
C -2.77595 -0.54807 1.85922 -0.13 -0.01 0.02
P -1.55466 0.83474 2.15446 -0.74 -0.58 0.39
C -0.88737 0.02095 3.67634 0.08 0.03 -0.06
C -1.13017 0.42703 4.98227 -0.02 0.02 0.02
C -0.56962 -0.26399 6.05219 0.00 -0.01 -0.04
C 0.24005 -1.37017 5.83212 -0.03 0.03 -0.07
C 0.48423 -1.78755 4.52780 -0.05 0.06 -0.04
C -0.07502 -1.09538 3.46060 0.00 0.06 0.05
C -2.66478 2.19061 2.71983 0.05 0.09 0.00
C -2.15578 3.26676 3.45897 0.00 -0.06 -0.01
C -2.95269 4.36923 3.74400 -0.01 -0.06 -0.03
C -4.25992 4.43517 3.27736 0.05 -0.04 -0.01
C -4.76599 3.38838 2.51965 0.03 0.01 0.01
C -3.97690 2.27880 2.24490 0.04 -0.01 -0.02
H -3.96096 -1.35794 -1.92023 0.03 0.05 -0.03
H -5.23713 -0.32269 -3.73747 0.03 0.01 0.01
H -4.30510 1.63132 -4.94926 0.02 -0.01 0.02
H -2.11788 2.54452 -4.30310 0.00 -0.01 0.00
H -0.40685 4.50586 -3.84501 0.00 0.00 0.01
H -1.35295 6.68300 -3.19147 0.01 -0.04 0.03
H -2.27817 7.01254 -0.92181 0.01 -0.03 -0.01
H -2.25381 5.13418 0.70742 0.02 -0.01 -0.05
H -1.30631 2.96985 0.06933 0.02 0.08 -0.06
H -0.15746 0.32249 -4.77222 0.02 0.00 -0.01
H 1.35437 0.32380 -6.71369 -0.01 0.02 0.03
H 3.16066 2.00536 -6.88984 -0.02 0.00 0.04
H 3.46640 3.67093 -5.07997 -0.03 -0.02 0.01
H 1.97813 3.65155 -3.11816 0.00 0.01 -0.02
H -2.48087 -2.97278 -2.57174 0.05 -0.03 0.01
H -1.99436 -5.25499 -3.32882 0.02 0.02 0.03
H 0.07536 -6.38883 -2.55639 0.00 0.03 0.02
H 1.65570 -5.20412 -1.10727 -0.01 0.02 -0.01
H 4.69444 -3.04030 -0.38323 0.01 0.00 -0.01
H 6.17176 -4.69404 0.69218 -0.03 0.01 -0.01
H 5.23819 -6.37317 2.24750 -0.02 0.02 -0.01
H 2.81096 -6.36934 2.74671 0.00 0.02 -0.02
H 1.33697 -4.69287 1.70599 0.03 -0.01 0.00
H 2.84654 0.26948 -0.62684 0.08 -0.26 0.12
H 4.02260 1.21150 -2.53065 0.00 -0.03 0.02
H 4.56682 -0.18246 -4.49572 -0.02 -0.02 0.03
H 3.90689 -2.57654 -4.51938 -0.01 0.02 0.04
H 2.71766 -3.54485 -2.60874 0.02 0.07 0.01
H -3.27459 -3.19137 -0.24073 0.00 0.03 0.05
H -5.02457 -3.69733 1.40423 0.03 0.03 0.01
H -5.31780 -2.22788 3.38456 0.02 0.01 -0.02
H -3.86673 -0.26907 3.68810 0.00 -0.01 -0.03
H -1.75046 1.29515 5.17430 0.03 -0.04 0.00
H -0.76513 0.06872 7.06537 0.00 -0.01 -0.04
H 0.67494 -1.90397 6.66851 -0.01 0.02 -0.03
H 1.11577 -2.65009 4.33958 -0.03 0.04 0.00
H 0.13788 -1.41860 2.44376 0.00 -0.01 0.03
H -1.12426 3.23891 3.78753 -0.05 0.00 -0.02
H -2.54238 5.18652 4.32570 -0.01 -0.03 -0.02
H -4.87672 5.29806 3.49683 0.01 -0.01 0.00
H -5.77967 3.43305 2.13791 0.05 -0.01 0.01
H -4.39131 1.47804 1.64500 0.00 0.00 0.01
N 3.13474 -0.02435 2.34468 0.13 0.33 0.11
C 3.77682 1.01147 3.18729 -0.14 -0.11 -0.12
C 2.70983 1.85196 3.87181 -0.02 0.00 0.01
C 1.79437 2.46772 2.81644 0.23 0.57 0.70
O 2.31824 3.12546 1.89437 0.67 0.57 0.55
O 0.56642 2.18548 2.86302 0.05 0.47 0.92
H 2.56764 -0.63127 2.92769 -0.05 -0.02 0.00
H 3.84309 -0.60984 1.91826 0.01 -0.05 -0.03
H 4.35917 1.66238 2.53641 0.01 0.00 -0.06
H 4.45344 0.58819 3.93423 0.04 -0.07 0.07
H 3.19070 2.65040 4.44218 -0.02 -0.03 0.00
H 2.11067 1.24203 4.55276 0.01 0.01 0.02